# 1
Density functional theory data (ωB97M-V/def2-TZVPD) for C37H35N5PSm as an isolated structure at a distorted geometry.

XYZ file:
```
79
Properties=species:S:1:pos:R:3:forces:R:3:mulliken_spin:R:1
Sm -0.498 0.791 0.744 -0.062 0.569 0.180 5.07
C 2.203 3.240 0.223 -0.097 0.054 0.071 0.00
N 2.106 1.798 -0.060 -0.285 -0.036 0.220 0.00
C 3.163 0.976 0.550 -0.034 -0.045 0.012 0.00
C 2.608 -0.013 1.526 0.048 -0.090 0.074 0.00
N 1.413 0.078 2.068 0.223 0.030 -0.059 0.00
C 1.344 -0.948 3.014 0.190 -0.103 0.071 0.00
C 0.330 -1.262 3.915 0.142 -0.070 0.005 0.00
C 0.538 -2.350 4.740 -0.101 0.044 0.022 0.00
C 1.719 -3.103 4.674 0.073 -0.045 -0.001 0.00
C 2.740 -2.784 3.801 0.135 0.019 -0.054 0.00
C 2.535 -1.680 2.983 -0.451 0.066 0.099 0.00
N 3.312 -1.050 2.020 0.132 0.065 -0.031 0.00
C 1.027 3.763 0.994 -0.030 0.087 -0.054 0.00
N 0.057 3.034 1.501 -0.059 -0.160 -0.083 0.00
C -0.843 3.933 2.075 0.018 0.279 0.026 0.00
C -2.055 3.703 2.723 0.114 -0.004 -0.033 0.00
C -2.748 4.806 3.177 -0.077 -0.093 0.030 0.00
C -2.253 6.105 2.999 0.048 0.075 -0.013 0.00
C -1.053 6.345 2.359 0.085 0.040 -0.035 0.00
C -0.362 5.232 1.899 -0.244 -0.242 0.105 0.00
N 0.832 5.078 1.209 0.074 -0.005 -0.010 0.00
H 3.109 3.466 0.790 0.032 -0.009 -0.044 0.00
H 2.268 3.807 -0.707 0.022 -0.047 -0.037 0.00
H 2.135 1.671 -1.062 -0.107 -0.083 -0.065 0.00
H 3.743 0.453 -0.212 -0.021 0.037 -0.025 0.00
H 3.865 1.608 1.102 0.050 0.001 -0.056 0.00
H -0.566 -0.658 3.985 -0.033 -0.026 0.049 0.00
H -0.214 -2.625 5.467 0.000 0.014 -0.010 0.00
H 1.839 -3.947 5.339 0.001 0.002 -0.009 0.00
H 3.656 -3.358 3.763 -0.019 -0.009 0.048 0.00
H 4.261 -1.290 1.778 0.003 0.007 -0.030 0.00
H -2.432 2.697 2.875 -0.066 0.030 0.059 0.00
H -3.692 4.672 3.688 0.008 -0.004 -0.007 0.00
H -2.826 6.941 3.375 0.000 -0.008 -0.003 0.00
H -0.672 7.348 2.221 -0.039 0.006 0.023 0.00
H 1.436 5.824 0.902 0.036 -0.006 -0.003 0.00
C 2.844 -1.678 -2.317 -0.052 -0.053 -0.008 0.00
C 1.916 -2.863 -2.338 -0.078 0.048 0.035 0.00
C 2.341 -4.088 -2.834 0.027 -0.018 -0.019 0.00
C 1.486 -5.181 -2.872 -0.004 -0.007 0.000 0.00
C 0.183 -5.062 -2.416 -0.040 -0.061 0.001 0.00
C -0.264 -3.849 -1.919 0.009 0.120 -0.045 0.00
C 0.591 -2.750 -1.886 0.339 0.046 0.333 0.00
P 0.022 -1.132 -1.281 -1.032 -0.205 -0.714 0.00
C -1.543 -1.563 -0.342 0.288 0.177 0.057 -0.01
C -1.240 -2.005 0.968 -0.099 -0.198 -0.237 0.00
C -2.226 -2.207 1.920 0.039 0.064 0.017 0.00
C -3.547 -1.918 1.591 -0.025 0.022 -0.039 0.00
C -3.859 -1.518 0.304 -0.047 -0.017 0.064 0.00
C -2.890 -1.359 -0.696 0.095 0.043 -0.067 0.00
C -3.369 -1.052 -2.087 -0.006 0.043 0.035 0.00
C -0.478 -0.226 -2.789 0.126 0.053 -0.002 0.00
C -0.302 -0.816 -4.045 -0.010 -0.040 0.043 0.00
C -0.679 -0.155 -5.199 0.020 -0.051 -0.012 0.00
C -1.242 1.109 -5.105 -0.024 0.037 0.010 0.00
C -1.405 1.699 -3.863 0.021 -0.008 -0.059 0.00
C -1.022 1.064 -2.679 -0.045 0.142 -0.009 0.00
C -1.258 1.795 -1.361 0.666 -0.639 -0.300 -0.03
H 3.844 -1.957 -2.644 0.008 0.013 0.007 0.00
H 2.911 -1.270 -1.303 0.031 -0.014 -0.029 0.00
H 2.481 -0.885 -2.977 0.031 0.017 -0.005 0.00
H 3.355 -4.193 -3.199 -0.001 0.024 0.013 0.00
H 1.840 -6.126 -3.261 -0.002 0.007 -0.004 0.00
H -0.487 -5.911 -2.448 0.005 0.006 0.002 0.00
H -1.284 -3.751 -1.573 -0.008 -0.046 0.009 0.00
H -0.217 -2.300 1.195 0.043 0.182 0.076 0.00
H -1.971 -2.604 2.893 0.009 0.015 0.006 0.00
H -4.336 -2.044 2.320 0.014 -0.011 0.005 0.00
H -4.897 -1.351 0.042 0.011 0.003 -0.012 0.00
H -4.393 -1.402 -2.203 0.008 -0.013 0.012 0.00
H -2.752 -1.531 -2.843 0.000 0.025 -0.023 0.00
H -3.364 0.021 -2.280 0.016 -0.007 -0.055 0.00
H 0.118 -1.811 -4.121 0.004 -0.022 -0.008 0.00
H -0.544 -0.628 -6.163 0.005 0.003 0.006 0.00
H -1.553 1.636 -5.997 0.007 -0.007 0.005 0.00
H -1.847 2.687 -3.800 0.005 -0.004 0.014 0.00
H -2.302 2.137 -1.381 -0.037 -0.057 0.292 0.00
H -0.684 2.733 -1.450 -0.027 0.046 0.172 0.00
```
Forces are in eV/Å.

Values from the calculation:
<S²>: 8.760
HOMO-LUMO gap (spin up / spin down): 7.4 / 8.1 eV
multiplicity: 6
net charge: +2
LUMO energy (spin up / spin down): -6.0 / -5.2 eV
E_HOMO (spin up / spin down): -0.49081 / -0.49084 hartree
DFT total energy: -2703.6500 Eh

---

# 2
Density functional theory data (ωB97M-V/def2-TZVPD) for C36H51AsBrF4N4O3PS4Si2Tl as an isolated structure.

XYZ file:
```
108
Properties=species:S:1:pos:R:3:forces:R:3:mulliken_charge:R:1
Tl 0.473 -0.560 -0.884 0.141 -0.310 -0.120 1.42
F -6.074 2.303 -6.066 0.051 -0.029 0.065 -0.29
C -5.344 1.727 -5.121 -0.029 -0.009 -0.019 0.61
C -5.550 0.399 -4.796 -0.045 -0.003 -0.021 0.23
F -6.481 -0.302 -5.434 0.052 0.027 0.033 -0.28
C -4.777 -0.191 -3.810 -0.012 -0.060 -0.071 0.18
F -5.009 -1.484 -3.570 0.033 0.062 0.061 -0.38
C -3.797 0.506 -3.115 0.018 0.067 0.171 -0.03
P -2.637 -0.269 -1.906 -0.097 -0.076 -0.168 1.38
C -1.955 -1.586 -2.980 0.026 0.060 0.052 0.55
C -0.861 -1.203 -3.757 0.030 0.011 0.009 -0.58
C -0.252 -2.106 -4.613 -0.006 -0.039 0.008 -0.47
C -0.729 -3.405 -4.692 0.031 -0.001 0.020 -0.64
C -1.815 -3.796 -3.920 -0.015 0.014 0.030 -0.70
C -2.430 -2.892 -3.069 -0.021 -0.017 -0.037 -0.43
C -3.677 -1.190 -0.734 0.039 -0.024 -0.096 -0.57
C -4.996 -1.021 -0.588 -0.019 -0.090 -0.028 -0.45
C -5.797 -1.893 0.265 0.008 -0.009 -0.032 -0.88
C -5.250 -2.850 1.015 0.061 0.039 0.008 -0.95
C -3.767 -2.956 1.158 0.114 -0.074 0.085 -0.78
C -2.902 -2.106 0.173 -0.110 0.156 0.025 0.82
C -3.608 1.847 -3.465 -0.011 0.057 -0.001 -0.28
Br -2.274 2.915 -2.657 -0.059 0.008 -0.123 -0.12
C -4.367 2.448 -4.454 -0.016 0.045 -0.002 0.26
F -4.186 3.723 -4.792 -0.001 -0.051 0.018 -0.32
H -0.474 -0.189 -3.685 -0.005 0.029 -0.011 0.51
H 0.608 -1.803 -5.193 0.009 0.001 -0.019 0.42
H -0.245 -4.120 -5.343 0.001 -0.006 -0.013 0.40
H -2.184 -4.811 -3.981 0.000 -0.013 0.000 0.44
H -3.290 -3.202 -2.488 -0.012 0.011 0.016 0.34
H -5.528 -0.315 -1.213 -0.012 0.016 -0.020 0.60
H -6.874 -1.822 0.184 -0.015 0.017 0.017 0.44
H -5.874 -3.588 1.504 -0.024 0.003 0.023 0.67
H -3.441 -3.995 1.214 -0.029 -0.009 -0.025 0.31
H -2.149 -2.677 -0.374 0.037 -0.017 0.038 0.34
C 4.719 -3.376 -1.057 0.121 0.014 0.028 -0.76
O 3.355 -3.717 -0.827 -0.094 -0.004 0.011 -0.33
C 2.389 -3.012 -1.429 0.088 -0.036 -0.119 0.10
S 0.827 -3.549 -1.113 -0.110 0.081 -0.038 -0.25
S 2.790 -1.685 -2.415 -0.095 -0.009 0.094 -0.33
H 5.290 -4.093 -0.473 0.017 0.001 -0.004 0.25
H 4.922 -2.356 -0.726 0.005 -0.035 0.000 0.27
H 4.968 -3.459 -2.114 -0.007 -0.006 0.003 0.33
C 5.507 1.042 3.807 -0.011 -0.091 -0.080 -1.16
Si 3.931 1.798 3.160 0.007 0.126 -0.131 0.51
C 2.857 2.378 4.587 -0.011 -0.033 -0.016 -1.15
C 4.358 3.219 2.015 -0.066 -0.011 -0.048 -0.97
As 2.835 0.263 1.677 -0.043 -0.121 0.431 -0.49
Si 1.833 -1.282 3.239 -0.178 -0.037 -0.108 0.58
C 0.706 -0.439 4.464 0.005 0.061 0.025 -0.56
C 0.899 -2.579 2.300 0.084 -0.012 -0.165 0.05
C 3.331 -2.057 4.047 0.054 0.058 -0.054 -1.28
H 6.130 1.837 4.224 0.007 0.029 0.016 0.37
H 6.081 0.557 3.016 0.019 0.008 -0.015 0.32
H 5.329 0.313 4.593 -0.014 -0.069 0.060 0.32
H 3.094 3.414 4.836 0.030 0.024 0.008 0.44
H 3.065 1.772 5.470 -0.019 -0.022 0.035 0.44
H 1.786 2.309 4.398 -0.039 0.038 -0.035 0.28
H 4.547 4.141 2.568 0.025 0.010 0.031 0.44
H 3.566 3.416 1.288 -0.002 0.025 0.002 0.07
H 5.262 2.974 1.455 0.008 0.002 -0.029 0.32
H 0.167 -1.204 5.027 -0.003 -0.047 0.016 0.43
H -0.032 0.152 3.922 -0.017 -0.003 0.036 -0.23
H 1.231 0.199 5.172 0.026 0.009 0.027 0.42
H 0.089 -2.155 1.705 0.124 -0.032 0.142 -0.71
H 0.458 -3.277 3.018 -0.007 -0.038 0.041 0.42
H 1.539 -3.147 1.622 0.026 -0.019 0.064 0.27
H 3.737 -1.457 4.859 0.034 0.063 0.062 0.29
H 4.132 -2.254 3.332 0.011 -0.026 -0.009 0.36
H 3.026 -3.021 4.459 0.007 -0.027 0.024 0.38
O 1.433 1.492 1.177 0.017 0.189 -0.204 0.32
S 0.216 2.164 1.901 -0.001 -0.145 0.226 0.21
C 0.639 3.911 1.927 0.089 0.013 -0.075 -0.50
C -0.716 4.595 1.831 -0.019 -0.040 -0.019 -0.99
C -1.520 3.860 0.738 0.011 0.013 0.038 -0.70
C -0.975 2.431 0.574 0.038 -0.018 -0.102 1.26
H 1.255 4.074 1.039 -0.011 0.045 0.011 0.20
H 1.205 4.145 2.826 0.021 -0.003 0.014 0.40
H -0.588 5.651 1.602 -0.010 0.006 0.012 0.42
H -1.233 4.535 2.790 0.011 -0.009 0.016 0.35
H -1.432 4.378 -0.216 0.013 0.018 0.042 0.32
H -2.577 3.838 0.996 0.002 0.005 -0.043 0.30
H -0.387 2.297 -0.340 0.024 0.030 -0.015 -0.79
H -1.713 1.637 0.637 0.012 -0.074 0.035 -0.36
O 1.166 1.927 -2.080 -0.081 0.121 0.111 -0.54
S 2.418 2.759 -2.224 -0.151 -0.089 -0.029 0.23
C 3.814 1.639 -1.871 0.061 0.051 0.023 0.68
C 4.557 1.363 -3.177 -0.015 -0.003 -0.006 -0.93
C 3.508 1.463 -4.280 -0.005 0.019 0.020 -0.10
C 2.780 2.771 -3.999 0.039 -0.040 -0.007 -0.94
H 3.332 0.734 -1.492 0.035 0.059 0.001 -0.74
H 4.427 2.075 -1.084 0.027 0.010 -0.007 0.29
H 5.032 0.383 -3.142 -0.024 -0.024 0.004 0.36
H 5.336 2.111 -3.338 0.015 0.003 -0.004 0.39
H 2.806 0.629 -4.205 0.010 -0.001 -0.017 -0.16
H 3.945 1.451 -5.278 0.005 0.013 -0.002 0.46
H 1.821 2.890 -4.501 -0.003 0.032 0.002 0.44
H 3.408 3.641 -4.198 0.013 0.000 -0.014 0.42
N -2.845 -0.964 4.133 -0.150 -0.152 0.124 -0.21
C -3.568 -1.900 3.510 0.038 -0.025 0.164 0.76
N -4.610 -2.494 4.119 0.016 0.021 0.018 -0.40
N -3.188 -2.198 2.291 -0.080 -0.019 -0.108 0.28
C -2.285 -1.338 1.404 -0.091 -0.027 -0.216 -1.04
N -1.504 -0.467 1.718 -0.039 0.225 -0.076 -0.38
H -3.154 -0.569 5.002 -0.002 0.028 0.005 0.20
H -2.154 -0.504 3.523 0.091 0.092 -0.064 -0.13
H -4.767 -2.360 5.102 0.007 -0.003 -0.012 0.23
H -5.092 -3.248 3.664 -0.009 0.019 -0.018 0.19
```
Forces are in eV/Å.

Values from the calculation:
energy above the lowest of the compared OMol25 structures with the same formula, charge and spin: 170.2 kJ/mol
HOMO-LUMO gap: 6.6 eV
multiplicity: 1
net charge: +1
LUMO energy: -2.6 eV
E_HOMO: -0.33982 hartree
DFT total energy: -9741.7392 Eh

---

# 3
Density functional theory data (ωB97M-V/def2-TZVPD) for C30H53BrMgN4P2 as an isolated structure at a distorted geometry.

XYZ file:
```
91
Properties=species:S:1:pos:R:3:forces:R:3:mulliken_charge:R:1
N -7.076 5.474 -6.076 0.550 -0.592 0.643 -0.54
C -6.684 6.038 -4.922 0.051 -0.097 -0.134 -0.33
C -5.919 5.380 -3.951 -0.065 -0.360 0.237 -0.37
C -5.514 4.041 -4.161 -0.618 0.719 -1.105 0.33
C -5.930 3.452 -5.379 0.461 0.052 0.304 -0.36
C -6.693 4.199 -6.281 -0.120 0.265 0.017 -0.29
C -4.714 3.357 -3.146 -0.293 -0.042 0.657 -0.44
Mg 0.171 -0.267 0.838 1.024 0.322 3.020 0.03
P 6.384 -1.208 -0.221 -4.595 0.794 -0.195 0.37
C -3.509 2.757 -3.343 1.002 -0.763 -0.045 -0.22
C -2.690 2.070 -2.348 -0.814 0.532 -0.556 1.27
C -1.577 1.309 -2.777 1.385 -0.730 -0.069 -0.88
C -0.756 0.633 -1.866 -1.118 0.636 -1.229 -0.30
C -1.006 0.686 -0.477 0.042 1.720 -0.814 -0.17
C -2.121 1.446 -0.047 -1.267 0.534 -0.868 -0.28
C -2.943 2.119 -0.955 0.097 -0.303 1.415 -0.81
Br 1.662 -1.473 2.511 1.341 0.064 -0.476 -0.63
H -5.157 3.346 -2.142 0.274 0.158 -0.252 0.38
H -3.076 2.776 -4.352 -0.281 -0.054 0.316 0.40
H -5.634 5.902 -3.030 -0.161 -0.164 -0.403 0.38
H -5.663 2.420 -5.626 -0.129 0.378 0.135 0.39
H -6.998 7.078 -4.759 0.168 -0.512 -0.081 0.36
H -7.017 3.745 -7.227 0.144 0.221 0.473 0.35
H -1.357 1.253 -3.851 -0.071 0.119 0.426 0.37
H -3.796 2.694 -0.577 0.411 -0.134 -0.158 0.30
H 0.096 0.057 -2.245 -0.365 0.190 0.019 0.64
H -2.352 1.512 1.023 0.080 0.020 -0.471 0.42
P -0.284 -2.315 -0.180 -1.012 -1.489 -0.397 0.76
C 5.794 0.571 -0.087 0.806 0.493 0.466 -0.37
C 6.844 1.594 -0.541 0.372 0.385 -0.216 -1.16
H 5.466 0.777 0.951 0.390 -0.368 -0.426 0.44
H 4.894 0.646 -0.727 0.347 -0.407 0.248 0.27
H 6.669 2.577 -0.068 0.034 -0.480 -0.293 0.35
H 7.867 1.275 -0.270 -0.462 0.255 -0.061 0.34
H 6.817 1.731 -1.636 0.072 -0.042 0.477 0.32
C 5.517 -1.632 -1.834 0.965 0.048 -0.791 0.07
C 6.156 -2.791 -2.609 0.132 -0.466 -0.186 -1.18
H 5.555 -0.709 -2.443 0.117 -0.380 0.320 0.44
H 4.447 -1.840 -1.633 0.563 0.182 0.432 -0.20
H 5.869 -2.757 -3.676 0.118 0.005 0.534 0.36
H 7.258 -2.751 -2.551 -0.500 -0.027 -0.167 0.36
H 5.834 -3.770 -2.213 0.184 0.412 -0.121 0.33
C 5.215 -1.994 1.029 0.588 -0.837 0.391 0.20
C 5.882 -2.367 2.360 0.207 -0.081 0.493 -1.19
H 4.721 -2.873 0.569 0.550 0.394 0.021 0.41
H 4.421 -1.247 1.215 0.303 -0.046 -0.346 -0.23
H 5.316 -3.163 2.876 0.208 0.486 -0.270 0.34
H 6.914 -2.730 2.216 -0.475 0.033 0.086 0.40
H 5.932 -1.492 3.033 -0.014 -0.400 -0.274 0.31
C -0.223 -3.701 1.058 -0.119 0.011 0.115 -0.42
C -1.374 -4.713 1.098 -0.118 -0.105 -0.137 -1.28
H -0.151 -3.176 2.027 0.038 -0.461 -0.448 0.20
H 0.750 -4.200 0.890 -0.382 0.253 0.186 0.55
H -2.303 -4.239 1.456 0.339 -0.206 -0.184 0.26
H -1.576 -5.174 0.117 0.064 0.118 0.336 0.30
H -1.128 -5.525 1.806 -0.106 0.368 -0.324 0.40
C 0.828 -2.803 -1.588 0.231 -0.465 0.241 -0.20
C 0.266 -2.797 -3.015 0.015 -0.025 -0.320 -1.34
H 1.183 -3.816 -1.325 -0.070 0.342 -0.201 0.61
H 1.719 -2.155 -1.500 -0.372 -0.150 -0.096 -0.11
H -0.214 -3.760 -3.261 0.124 0.466 0.144 0.38
H -0.473 -1.997 -3.178 0.339 -0.309 -0.026 0.29
H 1.088 -2.647 -3.737 -0.394 -0.101 0.258 0.35
C -2.014 -2.212 -0.857 0.275 -1.233 -0.988 -0.68
C -3.154 -1.725 0.045 0.212 0.266 0.420 -0.97
H -2.224 -3.238 -1.211 -0.187 0.402 -0.030 0.67
H -1.911 -1.603 -1.774 -0.228 -0.226 0.544 0.25
H -3.900 -1.144 -0.524 0.345 -0.297 0.212 0.32
H -3.677 -2.555 0.547 0.282 0.297 -0.227 0.36
H -2.748 -1.062 0.829 -0.382 -0.207 -0.264 -0.12
C -3.060 0.101 4.587 -0.020 -0.377 -0.600 -0.91
N -1.715 0.629 4.809 2.076 -0.047 -1.188 0.22
C -1.468 1.320 6.071 0.226 0.493 0.471 -0.87
C -0.705 0.561 3.756 -1.030 0.374 1.896 0.13
N -1.014 0.057 2.596 0.358 0.339 -0.414 0.17
N 0.624 1.071 3.969 -2.908 -0.541 0.056 0.43
C 1.393 0.736 5.156 0.343 -0.102 0.238 -1.20
C 1.265 1.893 2.960 0.179 0.044 0.025 -0.83
H -3.727 0.238 5.464 0.792 0.033 -0.463 0.32
H -3.011 -0.990 4.383 -0.176 0.527 -0.023 0.30
H -3.539 0.628 3.733 0.144 -0.392 0.357 0.31
H -0.751 0.776 6.705 -0.144 0.368 -0.258 0.27
H -1.116 2.354 5.875 -0.010 -0.571 0.261 0.29
H -2.385 1.398 6.693 0.411 -0.099 -0.778 0.33
H -1.953 -0.299 2.465 -0.132 0.430 0.646 -0.26
H 2.368 0.296 4.857 -0.458 0.317 -0.016 0.30
H 1.583 1.642 5.767 -0.105 -0.547 -0.111 0.33
H 0.903 -0.058 5.753 0.145 0.627 -0.393 0.37
H 2.192 1.403 2.598 -0.366 0.218 0.134 0.13
H 0.593 2.077 2.097 0.247 -0.059 0.560 0.25
H 1.534 2.874 3.406 -0.108 -0.416 -0.339 0.39
```
Forces are in eV/Å.

Values from the calculation:
energy above the lowest of the compared OMol25 structures with the same formula, charge and spin: 248.0 kJ/mol
HOMO-LUMO gap (spin up / spin down): 4.5 / 3.7 eV
multiplicity: 1
net charge: +2
LUMO energy (spin up / spin down): -8.3 / -9.1 eV
E_HOMO (spin up / spin down): -0.46960 / -0.46964 hartree
DFT total energy: -4850.1146 Eh